Record 1
ORCA calculation (ωB97M-V/def2-TZVPD) on a structure of composition C31H48BrGeN3O10PSTi at a distorted geometry.

Results
Strongest force on any atom (eV/Å): 1.138
ΔE to the lowest compared entry with this formula, charge and spin (kJ/mol): 137.13
Kohn-Sham gap (Eh): 0.2668
Calculated total energy (eV): -227668.3430
Highest occupied orbital energy (eV): -10.70
Spin multiplicity: 1
Net charge: +1
Lowest unoccupied orbital energy (eV): -3.44
Molar mass (g mol⁻¹): 886.158

Each line ends with the Löwdin charge.
CARTESIAN COORDINATES (ANGSTROEM)
Ti (-1.0781, -0.2536, -0.4235)  1.05
C (0.4053, 0.0443, -5.0848)  -0.08
C (0.7951, 0.5465, -3.6947)  -0.65
C (2.2039, 0.0526, -3.4109)  -0.03
C (0.7630, 2.0704, -3.6615)  -0.02
O (-0.1244, 0.0273, -2.6899)  -0.36
Ge (-1.7431, -0.7760, -3.2031)  1.10
O (-2.4131, 0.3053, -1.5450)  -0.41
C (-3.3350, 1.4314, -1.8710)  -0.60
C (-2.6528, 2.3229, -2.8906)  -0.03
C (-3.6394, 2.2268, -0.6169)  -0.02
C (-4.5999, 0.7970, -2.4209)  -0.02
O (-1.3205, -2.0309, -1.9046)  -0.39
C (-1.4420, -3.4650, -2.1781)  -0.64
C (-2.3772, -3.6860, -3.3626)  -0.08
C (-0.0515, -3.9832, -2.5091)  -0.01
C (-2.0297, -4.1839, -0.9735)  -0.03
H (1.1350, 0.3944, -5.8163)  0.10
H (-0.5730, 0.4120, -5.3991)  0.06
H (0.3968, -1.0498, -5.1166)  0.08
H (2.8770, 0.4262, -4.1845)  0.10
H (2.2299, -1.0359, -3.4171)  0.08
H (2.5686, 0.4038, -2.4495)  0.06
H (1.6180, 2.4816, -4.2023)  0.10
H (0.8099, 2.4217, -2.6276)  0.08
H (-0.1437, 2.4642, -4.1200)  0.07
H (-1.7076, 2.6982, -2.5008)  0.08
H (-3.3054, 3.1689, -3.1078)  0.11
H (-2.4622, 1.8008, -3.8301)  0.07
H (-4.2257, 3.0941, -0.9212)  0.10
H (-2.7303, 2.5787, -0.1287)  0.08
H (-4.2164, 1.6509, 0.1013)  0.09
H (-4.4255, 0.3209, -3.3864)  0.07
H (-5.3551, 1.5721, -2.5544)  0.10
H (-4.9812, 0.0490, -1.7257)  0.09
H (-1.9871, -3.2503, -4.2848)  0.06
H (-3.3652, -3.2614, -3.1684)  0.09
H (-2.4929, -4.7572, -3.5311)  0.10
H (0.2958, -3.5822, -3.4650)  0.09
H (-0.0602, -5.0732, -2.5777)  0.10
H (0.6633, -3.6813, -1.7477)  0.05
H (-2.9793, -3.7327, -0.6885)  0.08
H (-1.3647, -4.1546, -0.1144)  0.06
H (-2.2054, -5.2273, -1.2382)  0.10
Br (6.1930, 0.3020, 3.5731)  0.76
C (4.7719, 1.4297, 4.0835)  -0.69
C (4.2825, 2.3594, 3.1782)  -0.12
C (3.2266, 3.1790, 3.5450)  -0.02
C (2.6782, 3.0728, 4.8174)  -0.27
C (3.2173, 2.1849, 5.7330)  -0.03
C (4.2493, 1.3350, 5.3617)  -0.11
N (1.6214, 3.9372, 5.3218)  0.09
N (0.5958, 4.1487, 4.6584)  0.10
C (0.3575, 3.4052, 3.4384)  -0.22
C (0.1451, 4.0928, 2.2818)  0.00
C (-0.1105, 3.4118, 1.0698)  0.03
C (-0.1733, 2.0553, 1.0616)  -0.29
O (-0.4010, 1.3497, -0.0846)  -0.20
C (-0.0317, 1.3242, 2.2575)  -0.15
N (-0.1610, -0.0209, 2.1588)  0.07
C (-0.1217, -0.7308, 3.2515)  -0.11
C (0.0445, -0.1580, 4.5298)  0.00
C (0.2171, 1.1907, 4.6346)  0.02
C (0.2026, 1.9889, 3.4658)  -0.08
H (4.7272, 2.4430, 2.1958)  0.10
H (2.8591, 3.9214, 2.8512)  0.12
H (2.8095, 2.1505, 6.7364)  0.12
H (4.6524, 0.6183, 6.0633)  0.11
H (0.2153, 5.1740, 2.2895)  0.13
H (-0.2490, 3.9632, 0.1474)  0.13
H (-0.2178, -1.8052, 3.1337)  0.12
H (0.0442, -0.7912, 5.4059)  0.12
H (0.3423, 1.6522, 5.6051)  0.12
C (1.2213, -3.5295, 1.1683)  -0.07
O (1.5581, -2.1435, 1.3172)  -0.29
P (1.3612, -1.1395, 0.0852)  0.77
O (2.1146, -1.8343, -1.1155)  -0.33
C (3.4962, -2.2415, -1.0136)  -0.06
O (2.3457, -0.0290, 0.6719)  -0.27
C (2.6818, 1.2131, 0.0427)  -0.07
H (2.1293, -4.1023, 0.9893)  0.10
H (0.5243, -3.6962, 0.3514)  0.05
H (0.7651, -3.8630, 2.0971)  0.10
H (4.0541, -1.7179, -1.7873)  0.09
H (3.5482, -3.3134, -1.1925)  0.10
H (3.9123, -2.0076, -0.0354)  0.09
H (3.6210, 1.0982, -0.4977)  0.10
H (2.8071, 1.9442, 0.8372)  0.07
H (1.9045, 1.5521, -0.6379)  0.07
C (-3.4289, -1.8047, 2.6544)  -0.09
S (-3.0085, -1.2285, 1.0670)  0.50
O (-4.0644, -1.5894, 0.1760)  -0.25
O (-2.6650, 0.2139, 1.1521)  -0.32
O (-1.6600, -1.8125, 0.6816)  -0.42
H (-4.4398, -1.4427, 2.8406)  0.09
H (-2.7314, -1.3931, 3.3820)  0.06
H (-3.4075, -2.8940, 2.6442)  0.09



Record 2
ORCA calculation (ωB97M-V/def2-TZVPD) on a cluster of 2 separate species, C31H48BrIN5O7P2 in total at a distorted geometry.

Results
Strongest force on any atom (eV/Å): 6.088
Kohn-Sham gap (Eh): 0.1949
Calculated total energy (eV): -151414.7592
Highest occupied orbital energy (eV): -10.20
Spin multiplicity: 1
Net charge: +1
Lowest unoccupied orbital energy (eV): -4.89
Molar mass (g mol⁻¹): 871.509

Each line ends with the Löwdin charge.
CARTESIAN COORDINATES (ANGSTROEM)
C (-3.4330, -3.1699, 3.2337)  0.00
C (-4.2757, -3.1362, 1.8495)  -0.41
O (-5.0016, -4.1184, 1.5730)  0.06
O (-4.1451, -1.9496, 1.0842)  -0.08
C (-4.4295, -2.1673, -0.3283)  -0.18
C (-3.3456, -3.0573, -1.1041)  -0.15
C (-2.2285, -2.1679, -1.8916)  -0.19
C (-1.6166, -1.0087, -0.9612)  -0.18
C (0.0024, -0.8329, -1.1220)  -0.13
C (0.6865, -1.2532, 0.3012)  -0.18
C (0.2665, -0.2634, 1.4834)  -0.32
C (-0.0776, 1.2440, 1.0177)  -0.12
C (1.1720, 2.0787, 0.4609)  -0.18
C (0.9297, 3.6901, 0.5992)  -0.16
C (0.5783, 4.3105, -0.8389)  -0.15
N (-0.7421, 3.7470, -1.2643)  -0.18
C (-0.9438, 3.0290, -2.5189)  -0.05
C (-2.4787, 2.6864, -2.4940)  -0.10
C (-3.1498, 3.2038, -1.1814)  -0.05
C (-1.9427, 3.8719, -0.4638)  -0.08
N (1.1942, -0.1625, 2.6440)  -0.44
Br (0.4702, -0.6966, 4.2737)  0.85
C (2.5568, -0.5885, 2.4173)  -0.33
N (3.5817, 0.0215, 3.0560)  -0.11
C (5.0083, -0.4385, 2.8019)  -0.14
O (5.2813, -1.7402, 3.4009)  -0.07
C (5.3081, -1.6533, 4.8264)  -0.41
C (4.3787, -2.7051, 5.6255)  0.00
O (6.0040, -0.8692, 5.5074)  0.07
P (3.3188, 1.3849, 4.2166)  0.94
C (4.7033, 2.6587, 4.0918)  -0.26
O (3.3517, 0.6680, 5.7996)  -0.33
N (3.0027, -1.6537, 1.4600)  -0.18
P (2.7546, -3.2801, 2.1055)  0.96
N (1.0567, -3.5224, 2.6546)  -0.19
O (2.8941, -4.4949, 0.8639)  -0.28
C (2.3134, -1.3077, 0.1863)  -0.28
C (2.8322, -2.0638, -1.1360)  -0.15
C (4.4195, -2.2319, -1.2275)  -0.74
O (5.1645, -2.6687, -0.3269)  -0.05
I (5.3550, -1.6840, -3.1415)  0.78
H (-2.4324, -2.6206, 3.1548)  0.05
H (-4.0473, -2.7443, 4.1160)  0.10
H (-3.2107, -4.2604, 3.5000)  0.09
H (-5.5051, -2.5919, -0.3825)  0.14
H (-4.4994, -1.1183, -0.8080)  0.14
H (-2.8305, -3.8018, -0.4059)  0.12
H (-3.9278, -3.6464, -1.9142)  0.13
H (-2.7093, -1.6929, -2.8324)  0.12
H (-1.4461, -2.9065, -2.2914)  0.10
H (-1.8768, -1.3004, 0.1291)  0.10
H (-2.1051, -0.0182, -1.2698)  0.10
H (0.2872, -1.5689, -1.9655)  0.11
H (0.3056, 0.2090, -1.4714)  0.10
H (0.2812, -2.3264, 0.4741)  0.13
H (-0.7339, -0.6760, 1.8994)  0.12
H (-0.9273, 1.3216, 0.2614)  0.11
H (-0.4429, 1.7904, 1.9696)  0.13
H (1.3302, 1.9082, -0.6711)  0.10
H (2.1521, 1.8145, 0.9862)  0.09
H (1.9028, 4.1700, 0.9906)  0.11
H (0.1356, 3.8619, 1.4004)  0.10
H (1.3421, 3.9897, -1.6355)  0.13
H (0.5334, 5.4520, -0.8003)  0.13
H (-0.1816, 2.7998, -3.3287)  0.11
H (-3.0420, 2.1281, -3.3299)  0.08
H (-4.2281, 3.1304, -0.8195)  0.09
H (-1.9433, 4.4034, 0.5575)  0.12
H (5.7820, 0.2742, 3.2669)  0.14
H (5.2562, -0.4560, 1.6725)  0.16
H (4.0135, -3.5038, 4.8777)  0.06
H (5.0018, -3.1518, 6.4772)  0.10
H (3.5114, -2.1000, 6.0794)  0.08
H (4.2427, 3.6789, 4.3457)  0.06
H (5.2951, 2.6408, 3.1164)  0.06
H (5.4477, 2.4360, 4.9546)  0.07
H (2.4280, 0.7966, 6.1372)  0.04
H (1.1564, -3.9918, 3.5691)  0.03
H (0.5716, -4.1325, 1.9800)  0.03
H (2.0166, -4.5573, 0.4112)  0.05
H (2.5876, -0.1927, -0.0132)  0.15
H (2.5143, -1.4135, -2.0352)  0.10
H (2.3254, -3.0799, -1.2874)  0.13
C (-4.5528, 3.5139, -6.0357)  -0.10
C (-3.4458, 2.7680, -6.4286)  -0.11
C (-3.4862, 2.0285, -7.6067)  -0.10
C (-4.6314, 2.0428, -8.3976)  -0.09
C (-5.7372, 2.7917, -8.0067)  -0.09
C (-5.6999, 3.5238, -6.8239)  -0.09
H (-4.5219, 4.0878, -5.1151)  0.10
H (-2.5503, 2.7625, -5.8151)  0.09
H (-2.6252, 1.4418, -7.9093)  0.10
H (-4.6614, 1.4703, -9.3187)  0.10
H (-6.6293, 2.8040, -8.6243)  0.10
H (-6.5641, 4.1031, -6.5168)  0.10